Record 1
ORCA calculation (wB97M-V/def2-TZVPD) on 3 unconnected molecules or ions with the total composition C14H29O7S2Si.

```
53
Properties=species:S:1:pos:R:3:forces:R:3:mulliken_charge:R:1
C -4.2485 -2.7144 1.9265 -1.371 -0.570 0.224 -0.872
Si -2.5777 -3.5775 1.4219 -0.015 1.602 -1.079 0.705
C -2.7342 -5.4721 1.8065 -0.006 -0.256 0.580 -0.895
C -2.4181 -3.2769 -0.5123 0.981 0.079 -0.229 -0.720
O -1.1479 -2.8475 2.1363 -2.449 -1.499 1.041 -0.444
C -1.2763 -2.6621 3.5902 1.891 1.469 0.455 -0.351
C -1.0116 -1.0357 3.8629 -0.418 0.346 -0.375 -0.354
C -2.3247 -0.1547 3.3913 -3.856 2.852 -2.032 0.251
O -3.2246 0.1899 4.3190 4.242 -1.925 -3.663 -0.701
O -2.5226 0.2510 1.9622 1.770 -2.351 6.836 -0.622
H -4.2252 -2.2341 2.9938 -0.176 -0.574 -2.176 0.242
H -4.6472 -1.9737 1.0900 1.156 -1.311 2.024 0.225
H -5.0524 -3.5966 1.9587 1.518 1.708 0.047 0.327
H -3.6384 -5.9107 1.1967 1.905 0.706 1.113 0.253
H -1.7097 -5.9799 1.5557 -2.081 0.624 0.494 0.240
H -2.9844 -5.5762 2.9515 0.574 -0.056 -2.154 0.218
H -2.4611 -2.1212 -0.7685 -0.035 -2.595 0.627 0.155
H -3.1959 -3.8947 -1.1330 1.428 1.174 1.143 0.289
H -1.3291 -3.6369 -0.7836 -2.069 0.647 0.175 0.157
H -0.3592 -3.2066 4.1138 -1.982 0.808 -1.039 0.234
H -2.2777 -3.0502 4.0553 1.744 0.877 -0.904 0.251
H -0.0877 -0.6362 3.2397 -1.905 -1.262 1.055 0.188
H -0.7626 -0.8257 4.9982 -0.846 -0.504 -2.196 0.296
C -0.9395 3.1509 -1.5683 0.260 0.186 -0.028 -0.288
C -1.3504 2.7838 -2.9935 -0.248 0.274 -0.120 -0.657
C -0.6777 1.4559 -3.3371 0.031 0.214 -0.765 -0.703
S -0.4572 0.5921 -1.7889 -0.967 -0.147 0.671 1.067
O 0.9616 0.4702 -1.5274 -0.162 -0.347 -0.174 -0.666
O -1.3543 -0.5454 -1.7455 0.886 0.315 -0.324 -0.682
C -1.1144 1.8811 -0.7487 -0.135 0.428 0.284 -0.718
H -1.5426 3.9723 -1.1706 0.074 -0.139 -0.016 0.350
H 0.1112 3.4645 -1.5557 -0.132 -0.005 0.021 0.042
H -2.4400 2.6684 -3.0406 0.135 -0.008 0.020 0.338
H -1.0719 3.5642 -3.7086 -0.029 -0.131 0.056 0.334
H -1.2973 0.8520 -4.0049 0.215 -0.084 0.190 0.361
H 0.3090 1.6105 -3.7824 -0.056 -0.090 0.150 0.311
H -0.5771 1.9053 0.2009 -0.186 -0.293 -0.080 0.408
H -2.1733 1.6657 -0.5774 0.227 -0.188 0.153 0.391
C 5.1188 1.1611 -0.7864 0.143 -0.077 -0.041 -0.706
C 5.8390 2.5068 -0.7157 0.306 -0.019 0.260 -0.631
C 5.1935 3.4274 -1.7501 0.676 0.403 -0.018 -0.704
S 3.5065 2.8686 -1.9327 -0.563 -0.406 0.358 1.275
O 3.3343 2.3543 -3.2751 -0.089 0.464 0.188 -0.687
O 2.6127 3.8550 -1.3595 0.138 -0.112 -0.575 -0.711
C 3.6333 1.4891 -0.8116 0.184 -0.569 0.236 -0.520
H 5.3741 0.5188 0.0614 -0.063 0.071 -0.137 0.375
H 5.4035 0.6373 -1.7067 -0.067 0.021 0.116 0.315
H 5.7154 2.9344 0.2868 -0.002 -0.066 -0.139 0.297
H 6.9131 2.4010 -0.8970 -0.134 0.073 0.029 0.322
H 5.1973 4.4691 -1.4195 -0.149 -0.138 -0.202 0.315
H 5.6855 3.3434 -2.7230 -0.199 0.007 0.085 0.336
H 3.0166 0.6615 -1.1661 -0.041 0.370 0.027 0.388
H 3.2871 1.8235 0.1709 -0.050 0.003 -0.187 0.376
```
Forces are in eV/Å.

Output
Net charge   -1
LUMO   2.108 eV
Molecular weight   401.6 g mol⁻¹
Highest occupied orbital energy   -4.0 eV
Energy   -58868.09708 eV

Record 2
ORCA calculation (wB97M-V/def2-TZVPD) on a molecular structure, C14H2AsCl5N2OOsS6.

```
32
Properties=species:S:1:pos:R:3:forces:R:3:mulliken_charge:R:1
Os 2.3527 1.6287 -0.7958 -0.095 -0.039 0.011 1.714
S 5.1601 4.9052 -0.4852 0.032 0.022 0.002 -0.542
As 4.9816 3.1781 -1.6307 -0.050 -0.009 -0.018 0.413
S 4.5933 1.3667 -0.3013 -0.024 -0.022 0.000 -0.412
S 2.8646 3.0437 -2.5209 0.037 0.015 0.026 -0.424
S 6.3511 2.6764 -3.1200 0.019 -0.005 -0.012 -0.527
S 1.7468 0.5479 1.2526 0.023 0.062 0.077 -0.503
C 0.0052 0.6185 1.2439 0.014 0.017 -0.008 0.517
C -0.7218 -0.2351 2.0722 0.019 -0.033 0.022 -0.906
C -2.1092 -0.2251 2.0777 -0.046 0.009 0.001 0.739
C -2.8275 -1.1170 2.9435 -0.030 0.007 0.010 -0.125
N -3.4015 -1.8154 3.6554 0.033 0.025 -0.006 -0.615
C -2.7950 0.6677 1.2373 0.016 0.006 0.029 0.635
C -2.0747 1.5266 0.4194 -0.010 0.020 -0.023 -0.901
C -0.6806 1.5159 0.4045 -0.057 -0.033 -0.008 0.257
S 0.1762 2.5967 -0.6632 -0.010 -0.021 -0.024 -0.534
C -4.2293 0.6983 1.2040 -0.015 -0.041 -0.037 -0.144
N -5.3786 0.7354 1.1615 0.031 0.026 0.022 -0.613
H -0.1918 -0.9352 2.7056 -0.005 0.004 0.003 0.463
H -2.6041 2.2015 -0.2404 -0.002 -0.007 0.005 0.488
Cl -2.1211 -3.8154 0.5762 0.025 0.016 -0.010 -0.185
C -0.9937 -2.8033 -0.2571 0.015 -0.037 -0.025 0.127
C -1.4383 -1.8549 -1.1751 0.012 0.006 0.025 0.057
Cl -3.1306 -1.7139 -1.5011 0.000 -0.013 -0.013 -0.169
C -0.5380 -1.0087 -1.8056 0.017 0.014 -0.014 0.524
Cl -1.0798 0.1364 -2.9759 0.004 0.015 0.029 -0.153
C 0.8491 -1.0308 -1.5112 -0.060 0.103 0.051 -0.180
O 1.6622 -0.1558 -1.9908 0.078 -0.057 -0.064 -1.172
C 1.2758 -2.0752 -0.6525 0.024 0.023 0.012 0.373
Cl 2.9693 -2.2157 -0.3825 0.044 -0.079 -0.056 -0.119
C 0.3765 -2.9200 -0.0236 -0.040 0.007 -0.020 0.136
Cl 0.9512 -4.1221 1.0792 0.000 0.000 0.013 -0.218
```
Forces are in eV/Å.

Output
Net charge   -2
LUMO (spin up / spin down)   4.125 / 2.658 eV
Molecular weight   849.0 g mol⁻¹
Highest occupied orbital energy (spin up / spin down)   -2.8 / -2.9 eV
Relative energy (zero: lowest compared OMol25 entry of this formula, charge and spin)   1.1 kJ/mol
Energy   -210513.09627 eV
Spin multiplicity   5

Record 3
ORCA calculation (wB97M-V/def2-TZVPD) on a molecular structure, C14H30BCl2N4O11Si2.

```
64
Properties=species:S:1:pos:R:3:forces:R:3:mulliken_charge:R:1
C -0.8337 -1.6656 4.1825 0.837 -0.362 0.737 -0.812
N 0.1123 -2.1019 3.1680 -0.269 0.211 -0.241 -0.260
C -0.3785 -1.9609 1.7979 0.312 -0.191 -0.427 -0.782
Si -0.1259 -0.2071 1.0677 -0.567 -0.783 0.635 0.023
O 0.8541 -0.3762 -0.2884 -0.003 1.057 0.309 -0.410
Si 1.8631 0.9403 -0.5628 0.192 -1.585 -0.702 -0.893
C 2.5986 0.5637 -2.2835 -0.897 -0.345 0.658 -1.079
C 2.7870 -0.9574 -2.5177 1.301 0.874 -1.018 0.984
C 4.2328 -1.2309 -3.0024 -0.294 -0.179 0.789 -1.670
O 1.9568 -1.3792 -3.6092 -0.345 -0.370 0.113 -0.648
B 0.9061 2.6703 -0.7684 0.065 1.243 0.012 1.185
O 1.6433 3.7713 -1.1981 0.022 -0.291 -0.143 -0.629
O -0.4143 2.9029 -0.5891 -0.077 -0.388 0.410 -0.508
C 3.2844 0.7597 0.6517 0.630 -0.560 0.383 0.134
Cl 3.8292 -0.9249 0.7935 -0.306 0.308 -0.268 -0.232
C 3.9290 1.6630 1.3818 -0.173 0.133 -0.538 0.805
C 3.5496 3.1141 1.3491 0.234 0.128 0.938 -1.052
Cl 5.2666 1.2351 2.4081 -0.159 0.203 -0.063 -0.246
C 0.5442 0.9675 2.4116 0.841 1.415 1.206 0.910
O 1.5363 0.6358 3.1003 -0.281 -0.584 -0.761 -0.695
O -0.0655 2.0677 2.5486 -0.449 -0.272 -0.649 -0.735
N -1.7154 0.3302 0.4580 0.024 -0.551 -0.028 0.502
C -2.1782 -0.5631 -0.6232 0.301 -0.148 0.187 -1.001
C -2.6834 0.4519 1.4851 -0.254 0.569 0.829 0.313
C -3.0371 1.8670 1.9196 -0.160 -0.464 -1.042 -0.623
O -3.2681 -0.4903 1.9885 0.033 -0.069 -0.566 -0.595
H -0.2632 -1.3904 5.0754 -0.035 0.105 0.020 0.302
H -1.3823 -0.7771 3.8891 -0.146 -0.072 -0.230 0.221
H -1.5035 -2.4761 4.5023 -0.424 0.219 -0.251 0.287
H 0.3925 -3.0540 3.3439 -0.028 -0.052 0.014 0.285
H -1.4239 -2.2834 1.6756 -0.048 0.074 0.056 0.355
H 0.2146 -2.6374 1.1709 0.035 0.050 -0.055 0.403
H 3.4995 1.1423 -2.4829 0.059 -0.023 -0.052 0.560
H 1.8279 0.8799 -2.9928 0.093 0.140 -0.091 0.323
H 2.5953 -1.5565 -1.6335 -0.270 0.056 0.045 0.125
H 4.2276 -1.4231 -4.0725 0.051 -0.106 -0.037 0.402
H 4.6263 -2.0729 -2.4325 0.177 -0.211 -0.355 0.277
H 4.8949 -0.3933 -2.7995 0.012 0.063 0.001 0.414
H 1.0635 -1.5301 -3.2827 -0.050 0.084 0.119 0.299
H 2.5181 3.5080 -1.4939 0.166 0.172 0.112 0.298
H -0.5701 3.7739 -0.2092 -0.161 0.154 -0.223 0.265
H 3.7592 3.5993 0.4005 -0.039 -0.055 -0.111 0.202
H 2.5055 3.2331 1.6410 -0.131 -0.048 -0.192 0.232
H 4.1234 3.6341 2.1150 0.027 0.090 -0.054 0.441
H -1.6772 -0.2689 -1.5444 -0.049 0.052 -0.064 0.159
H -1.9447 -1.6199 -0.4438 -0.157 -0.044 -0.032 0.336
H -3.2552 -0.4665 -0.7465 -0.031 -0.021 -0.052 0.381
H -4.1268 1.9000 1.9447 0.249 -0.019 0.418 0.155
H -2.5814 2.1257 2.8675 0.100 0.066 0.014 0.212
H -2.7263 2.5260 1.1119 0.301 0.284 0.331 0.099
C -8.2646 1.7569 2.3087 -0.041 -0.189 -0.084 -0.722
N -7.0782 2.6552 2.3170 -0.051 -0.139 -0.020 0.849
O -6.1513 2.3613 1.5980 -0.193 0.147 -0.136 -0.531
O -7.1291 3.6196 3.0503 -0.026 0.100 0.051 -0.530
H -8.0765 0.9460 1.6150 0.074 0.023 -0.002 0.316
H -8.3971 1.3831 3.3192 -0.042 0.087 0.025 0.279
H -9.1192 2.3494 1.9964 -0.006 0.044 0.105 0.276
C 2.6627 -4.0704 -5.2369 -0.041 0.200 0.187 -0.284
N 1.5497 -5.0507 -5.3666 0.139 0.110 0.010 0.910
O 0.5181 -4.8151 -4.7780 -0.118 -0.032 0.021 -0.523
O 1.7520 -6.0274 -6.0599 -0.016 -0.100 -0.059 -0.588
H 2.3429 -3.2546 -4.5940 -0.017 -0.041 -0.047 -0.031
H 3.5095 -4.5975 -4.8065 0.020 -0.063 -0.117 0.281
H 2.8942 -3.7114 -6.2355 0.058 -0.107 -0.025 0.280
```
Forces are in eV/Å.

Output
Net charge   -1
LUMO   2.001 eV
Molecular weight   568.3 g mol⁻¹
Highest occupied orbital energy   -4.4 eV
Relative energy (zero: lowest compared OMol25 entry of this formula, charge and spin)   0.0 kJ/mol
Energy   -84965.23372 eV

Record 4
ORCA calculation (wB97M-V/def2-TZVPD) on 7 unconnected molecules or ions with the total composition C14H30Cl6N2O10.

```
62
Properties=species:S:1:pos:R:3:forces:R:3:mulliken_charge:R:1
Cl -11.3964 -18.2566 -21.3869 -0.459 1.124 0.386 -0.201
C -12.1064 -16.8083 -20.4971 0.489 -0.256 0.362 -0.433
C -11.0255 -16.0094 -19.7356 -1.141 1.293 -0.680 -0.106
Cl -10.3031 -16.8738 -18.4503 1.021 -1.441 1.223 -0.177
H -12.8377 -17.2233 -19.8035 0.385 -0.153 0.228 0.345
H -12.7271 -16.1929 -21.1483 0.632 0.019 -0.463 0.321
H -11.4584 -15.1731 -19.1866 -0.766 0.071 -0.457 0.273
H -10.2409 -15.5042 -20.2989 -0.141 -0.628 -0.637 -0.021
Cl -13.3103 -9.5220 -25.9457 0.302 0.132 -0.372 -0.172
C -12.2008 -10.8990 -26.2369 -0.557 -0.664 0.012 -0.501
C -10.7493 -10.4683 -26.1743 -1.384 1.921 0.950 -0.034
Cl -9.6402 -11.7771 -26.1185 0.979 -1.485 -0.182 -0.161
H -12.4694 -11.4122 -27.1603 -0.039 0.289 -0.065 0.393
H -12.4797 -11.5544 -25.4118 0.534 -0.221 -0.087 0.247
H -10.6801 -9.9618 -25.2116 0.410 0.249 -0.183 -0.134
H -10.4500 -9.7748 -26.9602 -0.166 -0.161 -0.004 0.347
Cl -4.1569 -12.4428 -23.1518 0.080 -1.027 -0.525 0.190
C -3.3333 -13.9844 -22.6279 0.671 0.367 -0.243 -0.596
C -4.0079 -14.6362 -21.4602 -0.273 0.395 0.247 -0.379
Cl -5.6967 -15.0619 -21.7298 -0.335 -0.277 -0.467 -0.082
H -2.3215 -13.6539 -22.3932 0.061 0.507 0.587 0.422
H -3.0476 -14.6166 -23.4686 -1.054 -0.045 -0.516 0.320
H -4.0587 -13.9305 -20.6311 0.449 -0.298 0.124 0.287
H -3.4772 -15.5572 -21.2190 0.111 0.198 0.171 0.364
C -7.2872 -14.4382 -26.4221 -1.735 0.527 1.130 -0.421
N -6.0699 -13.8758 -25.7362 1.333 -1.369 -2.099 0.740
O -5.9972 -12.6473 -25.4567 0.275 -1.588 0.780 -0.133
O -5.1537 -14.6816 -25.7683 -0.619 2.087 1.332 -0.396
H -7.3933 -15.4561 -26.0470 0.558 -0.080 -0.519 0.325
H -7.1857 -14.2866 -27.4967 0.295 -0.198 0.198 0.334
H -8.1953 -13.9602 -26.0547 0.242 0.484 -0.122 0.027
C -7.9818 -12.5275 -22.8887 0.622 -0.052 0.137 0.150
N -9.0582 -13.4933 -22.6250 -1.977 -0.932 0.660 0.988
O -8.9566 -14.5993 -23.1637 0.210 1.119 0.390 -0.549
O -10.0345 -13.1564 -21.9486 1.556 -0.240 -0.827 -0.523
H -7.8637 -11.7784 -22.1058 -0.614 -0.055 -0.099 0.316
H -8.2481 -12.1047 -23.8575 0.256 0.202 0.100 -0.169
H -7.0681 -13.1217 -22.9058 -0.143 0.149 -0.349 -0.275
C -11.0736 -6.5582 -24.8478 -0.109 0.211 0.996 -0.712
O -10.9020 -7.8002 -24.1279 0.740 -1.133 0.085 -0.068
C -11.6658 -8.1404 -23.0887 -3.848 2.275 1.123 0.553
O -12.6153 -7.4194 -22.6548 3.470 -2.875 -1.228 -0.609
O -11.3200 -9.3833 -22.6308 1.052 1.687 -1.575 -0.120
C -12.1552 -10.1347 -21.7942 -0.517 -0.390 1.120 -0.608
H -10.8926 -5.7566 -24.1318 -0.535 0.177 -0.048 0.312
H -12.0629 -6.5171 -25.3036 0.076 0.087 0.194 0.315
H -10.2871 -6.4494 -25.5946 -0.049 -0.742 0.045 0.188
H -13.0671 -10.4314 -22.3123 -0.057 0.163 0.134 0.309
H -12.3544 -9.6615 -20.8327 -0.379 0.560 -0.301 0.324
H -11.6006 -11.0196 -21.4819 0.162 -0.090 -0.590 0.122
C -5.8429 -9.6835 -24.8639 -0.512 -1.877 -0.378 -0.196
O -5.8086 -8.3385 -24.5395 0.970 0.556 0.292 -0.364
C -6.8071 -7.5477 -24.8955 -2.485 1.223 -0.607 0.782
O -7.8738 -7.8780 -25.4253 2.482 0.582 1.094 -0.523
O -6.4488 -6.2814 -24.5237 -0.149 -1.079 0.343 -0.356
C -7.4160 -5.2368 -24.6409 -0.977 0.153 -1.290 -0.563
H -6.7861 -10.1473 -24.5751 -0.249 0.160 -0.177 0.203
H -5.0739 -10.2639 -24.3541 0.249 0.790 0.497 -0.074
H -5.6373 -9.9273 -25.9062 -0.325 0.572 -0.310 0.374
H -7.7398 -5.2145 -25.6815 -0.037 0.137 -0.088 0.299
H -7.0197 -4.2484 -24.4086 0.676 -0.512 0.164 0.283
H -8.3336 -5.3462 -24.0627 0.283 -0.593 0.382 0.201
```
Forces are in eV/Å.

Output
Net charge   +1
LUMO (spin up / spin down)   -5.321 / -10.129 eV
Molecular weight   599.1 g mol⁻¹
Highest occupied orbital energy (spin up / spin down)   -12.1 / -12.1 eV
Energy   -113577.41746 eV
Spin multiplicity   2